# 1
Here is a molecular structure, C2H3AgFMgO in a non-equilibrium geometry from the OMol25 dataset. Energies are from ωB97M-V with the def2-TZVPD basis set.

Computed properties:
Expectation value of S²: 0.7578
Frontier orbital gap (spin up / spin down) in eV: 5.1 / 5.3

Geometry as ORCA input:
```
! wB97M-V def2-TZVPD RIJCOSX def2/J DEFGRID3
* xyz 2 2
O -1.13 0.48 0.03
C 0.21 0.56 0.30
C 1.05 -0.51 -0.23
Ag -1.79 -1.71 -0.21
H 0.50 1.10 1.21
F 0.43 -1.79 0.04
H 1.43 -0.62 -1.25
Mg -2.39 1.85 0.19
H 1.70 0.63 -0.09
*
```



# 2
Here is a molecular structure, C2H3AgFO in a non-equilibrium geometry from the OMol25 dataset. Energies are from ωB97M-V with the def2-TZVPD basis set.

Computed properties:
Frontier orbital gap in eV: 8.3

Geometry as ORCA input:
```
! wB97M-V def2-TZVPD RIJCOSX def2/J DEFGRID3
* xyz -1 1
C 0.91 0.52 -0.32
C -0.15 1.32 -0.10
F 2.14 1.21 0.01
H -0.07 2.40 0.07
H -1.11 0.85 0.12
Ag 1.65 -1.99 0.21
O 1.73 -4.19 -0.05
H 1.54 -4.88 -0.69
*
```



# 3
Here is a molecular structure, C2H3AgMgO2 in a non-equilibrium geometry from the OMol25 dataset. Energies are from ωB97M-V with the def2-TZVPD basis set.

Computed properties:
Expectation value of S²: 0.7534
Energy relative to the best compared isomer or geometry (same formula, charge and spin) in kJ/mol: 7.9
Frontier orbital gap (spin up / spin down) in eV: 4.0 / 3.9

Geometry as ORCA input:
```
! wB97M-V def2-TZVPD RIJCOSX def2/J DEFGRID3
* xyz 1 2
H 2.21 0.45 2.24
O -1.13 -0.39 -1.93
C -0.58 0.61 -1.36
C -0.03 0.45 -0.06
O -0.19 -0.70 0.54
Ag 1.25 -1.41 2.58
Mg -1.21 -1.91 -0.69
H -0.56 1.59 -1.86
H 0.25 1.32 0.54
*
```



# 4
Here is a molecular structure, C2H3AlO in a non-equilibrium geometry from the OMol25 dataset. Energies are from ωB97M-V with the def2-TZVPD basis set.

Computed properties:
Expectation value of S²: 0.7555
Energy relative to the best compared isomer or geometry (same formula, charge and spin) in kJ/mol: 120.0
Frontier orbital gap (spin up / spin down) in eV: 8.4 / 6.5

Geometry as ORCA input:
```
! wB97M-V def2-TZVPD RIJCOSX def2/J DEFGRID3
* xyz 1 2
H -0.58 0.67 -0.98
O -0.38 0.35 1.43
C 0.23 0.81 0.40
C 0.43 -0.07 -0.74
H 1.20 0.29 -1.43
H 0.48 -1.16 -0.54
Al -1.37 -0.90 1.85
*
```



Molar mass
In order: 194.22 169.91 191.22 70.03
Unit: g/mol